Computed, not measured: 3 unconnected molecules or ions with the total composition C28H63BIN2O7P in a non-equilibrium geometry, with ωB97M-V/def2-TZVPD.

Computed properties:
maximum force	2.0	eV Å⁻¹
2S+1	1
E_HOMO	-9.25	eV
DFT total energy	-2404.93501	Eh
Kohn-Sham gap	8.98	eV

```
103
Properties=species:S:1:pos:R:3:mulliken_charge:R:1
I 0.02 -2.60 -3.72 0.04
P 2.86 1.79 -1.40 0.66
O 4.39 1.40 -1.59 -0.35
O 2.74 2.10 0.17 -0.13
O 2.39 2.91 -2.26 -0.84
O -1.72 2.95 1.64 -0.44
O -2.46 7.44 -0.87 -0.63
O -1.34 0.61 -0.32 -0.62
O -2.36 0.95 2.73 -0.59
N -1.69 5.80 -2.29 -0.37
N 0.08 -2.53 -1.68 -0.81
C 2.01 3.29 0.55 0.77
C -3.12 -6.64 0.66 -1.16
C -1.76 6.44 -1.02 0.41
C -3.99 -5.59 -1.50 -1.04
C -5.53 -2.89 -1.11 -1.51
C -1.14 4.44 -2.35 -1.05
C 3.78 -3.53 2.75 -0.56
C -2.73 0.60 -0.64 2.97
C 3.52 -0.51 3.42 -0.86
C 0.92 -0.03 -0.60 0.90
C -4.33 -6.34 -0.21 -0.42
C -2.11 3.42 -1.75 0.86
C 4.54 -1.09 2.44 -0.35
C 5.33 2.47 -1.71 -0.34
C -0.96 5.86 0.12 -0.28
C 4.96 -3.95 3.62 -1.29
C -3.35 -4.22 -1.30 -0.23
C -4.18 -3.24 -0.47 0.97
C -0.96 -1.66 -1.12 -1.45
C 2.11 3.42 2.06 -1.52
C 2.19 -0.16 2.75 -0.53
C -3.43 1.47 0.41 -1.21
C -2.25 2.19 -2.66 -1.26
C 5.66 3.14 -0.38 -0.81
C 4.11 -2.40 1.78 -0.02
C -3.02 1.01 -2.09 -1.33
C 1.98 0.26 -1.68 -1.11
C -0.51 -0.19 -1.13 0.36
B -2.45 1.78 1.61 0.39
H 6.23 2.02 -2.12 0.39
H 1.53 0.38 -2.66 0.73
H 4.73 -0.36 1.65 -0.04
H -4.89 -5.49 -2.11 0.37
H 2.35 0.55 1.94 -0.07
H -1.19 -1.97 -0.11 0.62
H 0.08 5.77 -0.19 0.22
H 1.86 4.44 2.35 0.45
H 1.50 0.29 3.47 0.48
H -3.16 -3.78 -2.28 0.37
H 1.20 -0.90 -0.01 0.04
H -1.33 3.05 2.51 0.29
H 3.35 -1.19 4.25 0.37
H 0.97 3.16 0.27 -0.54
H 2.69 -0.56 -1.75 0.31
H -3.80 2.40 -0.01 0.39
H 2.94 -3.25 3.39 0.26
H -0.99 4.22 -3.41 0.56
H -3.61 -2.32 -0.35 -1.16
H 3.24 -2.22 1.14 -0.29
H -2.82 0.13 -2.72 0.20
H 1.41 2.75 2.55 0.22
H -2.39 -7.24 0.11 0.29
H -1.27 1.90 -3.03 0.35
H -0.16 4.33 -1.88 0.40
H 4.91 -2.73 1.11 0.52
H 1.71 -1.05 2.34 0.24
H -3.12 -0.42 -0.52 -1.31
H 5.42 2.49 0.45 0.07
H -3.30 -6.21 -2.09 0.41
H -4.82 -7.28 -0.48 0.42
H -1.88 -1.75 -1.70 0.39
H -1.04 6.52 0.98 0.44
H -2.80 2.54 -3.54 0.56
H -5.39 -2.46 -2.10 0.32
H 3.44 -4.40 2.17 0.44
H 5.30 -3.14 4.26 0.28
H -4.09 1.18 -2.17 0.64
H -2.62 -5.73 0.99 0.25
H 3.12 3.22 2.41 0.30
H 2.42 4.17 0.07 0.67
H -0.08 -3.47 -1.35 0.45
H -5.07 -5.77 0.36 0.25
H 5.80 -4.28 3.00 0.30
H 6.71 3.41 -0.34 0.42
H -6.16 -3.77 -1.21 0.41
H 4.69 -4.78 4.27 0.40
H 3.95 0.40 3.86 0.38
H 5.49 -1.23 2.96 0.41
H -1.31 4.86 0.36 -0.19
H 0.88 0.80 0.11 -0.33
H -4.35 -3.63 0.53 0.41
H -1.79 3.14 -0.75 -0.54
H 5.09 4.07 -0.26 0.25
H 4.97 3.20 -2.43 0.30
H -1.13 6.41 -2.88 0.32
H -4.28 0.92 0.82 0.09
H -6.07 -2.16 -0.51 0.40
H -0.52 0.15 -2.17 0.09
H -2.37 -4.34 -0.82 0.04
H -3.41 -7.20 1.55 0.38
H -1.91 0.13 2.54 0.32
H -3.08 3.90 -1.68 0.37
```


Computed, not measured: a molecular structure, C28H63GaN2O6PS in a non-equilibrium geometry, with ωB97M-V/def2-TZVPD.

Computed properties:
maximum force	5.1	eV Å⁻¹
2S+1	1
E_HOMO	-5.32	eV
DFT total energy	-4329.86661	Eh
total charge	-1
Kohn-Sham gap	7.31	eV

```
102
Properties=species:S:1:pos:R:3:mulliken_charge:R:1
Ga -1.49 1.30 -3.87 -0.99
S -4.20 -1.67 -7.03 1.19
P -1.10 3.65 -3.97 0.53
O -5.45 -0.88 -6.83 -0.59
O -3.18 -0.98 -8.18 -0.50
O -4.58 -3.01 -7.60 -0.68
O 3.97 -3.85 -1.35 -0.57
O -3.36 1.29 1.96 -0.43
O -0.02 4.04 -5.02 -0.74
N 3.43 -1.57 -1.44 -0.09
N -3.67 1.25 -0.40 0.28
C -4.30 0.02 -4.01 0.12
C -3.99 -1.54 -4.15 -0.77
C 1.44 0.36 -4.13 -1.06
C 0.35 2.55 7.46 -1.18
C -2.46 3.20 5.05 -0.46
C -1.34 2.18 4.85 -0.25
C -4.53 3.64 0.15 -0.93
C -3.23 -1.96 -5.47 -0.11
C 1.70 -3.33 -0.44 -1.00
C -4.86 2.13 -0.26 -0.52
C 6.24 -1.17 1.56 -0.49
C -2.61 -0.77 0.85 -1.00
C 5.98 -3.58 2.45 -0.74
C 7.11 -3.48 3.48 -0.46
C 3.11 -2.96 -1.10 0.48
C 5.00 -0.62 2.25 -1.05
C -2.55 1.91 -1.13 -1.21
C 6.13 -2.66 1.24 0.22
C 0.02 0.36 -4.89 -0.66
C -3.32 0.97 -4.83 -0.38
C -1.19 1.16 5.98 -0.76
C 1.47 -0.65 -2.89 0.53
C -3.85 2.57 5.12 -1.06
C 8.47 -3.88 2.93 -1.18
C -3.25 0.69 0.88 0.27
C -1.56 0.85 -1.85 0.31
C 2.96 -1.27 -2.84 -0.80
C -0.94 1.76 7.37 -0.41
H -5.58 1.73 0.53 0.47
H 1.76 1.41 -3.86 0.25
H -5.45 2.18 -1.23 0.25
H -3.47 -1.99 -3.24 0.23
H -2.29 3.80 5.95 0.34
H -5.39 0.28 -4.24 0.39
H 8.45 -4.91 2.56 0.29
H -4.47 4.33 -0.74 0.31
H -1.99 2.55 -0.36 0.34
H 0.94 -3.26 -1.29 0.23
H 9.23 -3.82 3.71 0.38
H 3.01 -2.26 -3.41 0.32
H -0.90 0.94 8.09 0.36
H 6.39 -0.63 0.62 0.37
H -2.08 0.52 6.02 0.31
H -3.19 0.70 -5.93 0.00
H -4.16 0.28 -2.91 -0.25
H -2.99 2.63 -1.90 0.38
H 1.75 -4.40 -0.06 0.36
H 5.03 -3.38 2.95 0.34
H 5.27 -2.82 0.58 -0.46
H -0.35 0.49 5.73 0.40
H 0.49 2.93 8.48 0.38
H 1.32 -0.13 -1.90 0.01
H 7.00 -2.96 0.65 0.38
H -2.45 3.91 4.21 0.36
H 1.40 -2.61 0.37 0.24
H -2.94 -1.30 -0.10 0.22
H 2.19 -0.04 -4.89 0.47
H -3.58 3.70 0.77 0.20
H 0.78 -1.54 -3.04 0.03
H -1.93 -0.22 -1.72 0.05
H -4.06 2.01 4.20 0.15
H 7.16 -2.47 3.89 0.24
H -3.94 1.89 5.97 0.33
H 8.78 -3.22 2.11 0.28
H 6.87 -4.14 4.32 0.36
H -3.08 -3.09 -5.42 0.49
H 4.11 -0.76 1.63 0.12
H 0.34 3.41 6.79 0.29
H 1.21 1.93 7.21 0.29
H -5.01 -2.06 -4.19 0.42
H 5.12 0.46 2.43 0.38
H -5.38 4.01 0.82 0.32
H -2.33 4.34 -4.31 -0.01
H 3.71 -0.54 -3.29 0.34
H -0.19 -0.73 -5.17 0.31
H 4.83 -1.09 3.22 0.29
H 0.18 0.90 -5.89 0.35
H 5.92 -4.62 2.10 0.42
H -1.79 2.39 7.67 0.24
H 3.03 -0.91 -0.77 0.21
H -2.88 -1.37 1.77 0.40
H -4.61 3.34 5.23 0.36
H 7.12 -0.98 2.17 0.31
H -1.52 1.64 3.92 0.01
H -2.19 -1.51 -5.53 -0.26
H -0.55 1.02 -1.36 0.23
H -0.70 4.20 -2.71 -0.01
H -1.48 -0.62 0.79 0.18
H -0.40 2.72 4.71 0.33
H -3.82 2.01 -4.84 0.41
H -2.61 -0.30 -7.76 0.41
```


| no. | LUMO energy (eV) |
| --- | --- |
| 1 | -0.27 |
| 2 | 1.99 |